Entry 1:
{"formula": "C3H5NO2", "method": "ωB97M-V with the def2-TZVPD basis set", "lumo_ha": 0.0103, "e_tot_ev": -8773.620, "e_above_lowest_kj_mol": 393.1, "gap_ha": 0.34818, "total_charge": 0, "homo_energy_ev": -9.19, "symbols": ["O", "C", "C", "O", "C", "N", "H", "H", "H", "H", "H"], "xyz": [[-0.89791, -0.38281, 1.44751], [-0.15620, 0.59063, 0.70423], [0.12492, -0.08573, -0.63654], [-0.98111, -0.75158, -1.07628], [1.30497, 0.03861, -1.48046], [2.18927, 0.13132, -2.24206], [-1.50042, 0.04797, 2.06777], [-0.72017, 1.53595, 0.67149], [0.81382, 0.77199, 1.15403], [1.25339, -0.86479, -0.36379], [-1.43055, -1.03154, -0.24590]], "nbo_charge": [-0.737, -0.098, 0.107, -0.660, 0.122, -0.324, 0.491, 0.189, 0.191, 0.217, 0.502]}


Entry 2:
{"formula": "C3H10N2O2", "method": "ωB97M-V with the def2-TZVPD basis set", "lumo_ha": 0.0112, "e_tot_ev": -10342.862, "e_above_lowest_kj_mol": 639.3, "gap_ha": 0.30855, "total_charge": 0, "homo_energy_ev": -8.09, "symbols": ["C", "C", "C", "N", "N", "O", "O", "H", "H", "H", "H", "H", "H", "H", "H", "H", "H"], "xyz": [[0.65630, 0.45713, 0.42712], [0.81804, 0.83120, -1.00364], [1.57033, -0.59145, 0.95270], [-0.37129, 0.28663, -1.74423], [-2.13684, 0.16840, 0.59874], [-0.96465, -0.63794, 0.73951], [-0.52866, -1.07574, -1.62053], [-0.84824, -1.18605, -0.55818], [-1.21666, 0.72451, -1.35679], [0.32821, 1.24396, 1.10035], [-2.90080, -0.47590, 0.39656], [-2.32254, 0.56002, 1.52146], [0.80566, 1.90838, -1.16718], [1.69763, 0.38231, -1.46592], [1.33313, -0.86094, 1.97862], [2.61115, -0.25602, 0.88135], [1.46922, -1.47851, 0.32004]], "nbo_charge": [0.222, -0.345, -0.686, -0.307, -0.554, -0.544, -0.631, 0.466, 0.342, 0.200, 0.352, 0.338, 0.219, 0.210, 0.231, 0.235, 0.251]}